1.
CH4N2OS | ωB97M-V/def2-TZVPD

Output
- SMILES = ON/C=N\S
- spin multiplicity = 1
- HOMO level (eV) = -8.649
- lowest unoccupied orbital energy (eV) = 0.330
- energy relative to the best compared isomer or geometry (same formula, charge and spin) (kcal per mole) = 107.39
- gap between HOMO and LUMO (eV) = 8.979
- E_tot (eV) = -16960.532

```
9
Properties=species:S:1:pos:R:3:nbo_charge:R:1
C -0.466 0.823 -0.231 0.223
H -3.265 -0.922 -0.226 0.469
H -0.817 -1.394 -0.166 0.389
H -1.093 1.680 -0.166 0.194
H 2.661 0.178 1.047 0.162
N -1.249 -0.361 -0.333 -0.380
N 0.778 1.013 0.067 -0.555
O -2.528 -0.206 0.368 -0.551
S 1.802 -0.462 -0.011 0.050
```


2.
C5H7NO | ωB97M-V/def2-TZVPD

Output
- SMILES = [H]/N=C/[C@@H]1C(=O)[C@H]1C
- spin multiplicity = 1
- HOMO level (eV) = -9.127
- lowest unoccupied orbital energy (eV) = 0.937
- energy relative to the best compared isomer or geometry (same formula, charge and spin) (kcal per mole) = 51.38
- gap between HOMO and LUMO (eV) = 10.064
- E_tot (eV) = -8833.975

```
14
Properties=species:S:1:pos:R:3:nbo_charge:R:1
C -1.970 0.713 -0.016 -0.598
C -0.666 0.048 -0.399 -0.324
C 0.504 0.031 0.638 -0.431
C 1.891 0.008 0.108 0.145
N 2.121 -0.314 -1.100 -0.640
C -0.302 -1.185 0.282 0.649
O -0.462 -2.352 0.482 -0.471
H -1.904 1.803 -0.096 0.217
H -2.238 0.458 1.015 0.212
H -2.780 0.358 -0.661 0.225
H -0.317 0.159 -1.425 0.266
H 0.337 0.515 1.601 0.239
H 2.679 0.229 0.839 0.165
H 3.123 -0.347 -1.288 0.346
```


3.
C34H39N4O4S | ωB97M-V/def2-TZVPD

Output
- spin multiplicity = 1
- HOMO level (eV) = -9.661
- lowest unoccupied orbital energy (eV) = -2.831
- gap between HOMO and LUMO (eV) = 6.830
- E_tot (eV) = -60867.338
- charge = +1

```
82
Properties=species:S:1:pos:R:3:lowdin_charge:R:1
C -5.533 2.273 0.681 -0.047
O -5.891 0.913 0.378 -0.062
C -4.919 -0.035 0.448 -0.186
C -3.578 0.199 0.768 0.013
C -2.783 -0.840 1.254 -0.229
C -1.438 -0.547 1.878 -0.084
C -1.500 -0.587 3.412 -0.176
C -2.368 0.521 3.997 -0.349
O -3.597 0.682 3.820 0.061
N -1.588 1.318 4.772 -0.034
C -2.091 2.514 5.412 -0.002
C -0.182 0.944 4.821 -0.461
C 0.689 2.015 4.153 0.005
C 0.232 0.715 6.284 0.009
N -0.211 -0.326 4.033 0.006
C 0.861 -1.137 3.738 -0.052
C 2.177 -0.899 3.986 -0.103
C 3.236 -1.866 3.622 -0.110
C 4.568 -1.366 4.295 -0.178
C 5.582 -2.312 4.284 -0.061
C 6.781 -2.129 4.976 -0.066
C 6.992 -1.021 5.795 -0.071
C 5.975 -0.072 5.882 -0.067
C 4.763 -0.230 5.162 -0.017
C -3.257 -2.155 1.220 0.012
C -4.555 -2.436 0.775 -0.193
O -5.160 -3.653 0.799 -0.072
C -4.373 -4.827 1.075 -0.056
C -5.364 -1.372 0.301 -0.151
O -6.648 -1.621 -0.099 -0.085
C -7.658 -1.696 0.955 -0.023
H -6.451 2.841 0.550 0.094
H -5.176 2.360 1.714 0.094
H -4.768 2.639 -0.013 0.091
H -3.191 1.223 0.734 0.116
H -0.687 -1.280 1.548 0.106
H -1.070 0.453 1.583 0.132
H -1.904 -1.564 3.738 0.171
H -3.148 2.637 5.182 0.097
H -1.975 2.462 6.498 0.095
H -1.552 3.399 5.060 0.093
H 0.286 2.250 3.156 0.099
H 0.654 2.927 4.762 0.087
H 1.731 1.685 4.062 0.070
H -0.559 0.140 6.789 0.105
H 1.181 0.171 6.355 0.077
H 0.335 1.685 6.790 0.091
H 0.625 -2.012 3.127 0.126
H 2.427 -0.100 4.712 0.065
H 2.971 -2.985 3.987 0.170
H 5.437 -3.195 3.673 0.111
H 7.564 -2.873 4.880 0.108
H 7.927 -0.906 6.370 0.120
H 6.145 0.798 6.524 0.113
H 4.070 0.601 5.283 0.096
H -2.618 -2.975 1.569 0.109
H -5.051 -5.660 0.905 0.094
H -3.515 -4.904 0.398 0.092
H -4.027 -4.833 2.114 0.091
H -8.596 -1.872 0.428 0.092
H -7.424 -2.532 1.624 0.087
H -7.687 -0.747 1.502 0.090
C 3.533 -1.241 -3.639 -0.061
C 3.201 -2.177 -2.651 0.012
C 3.474 -1.830 -1.317 -0.218
C 4.032 -0.614 -0.947 -0.415
C 4.380 0.293 -1.945 -0.060
C 4.122 -0.023 -3.295 -0.060
S 4.130 -0.424 0.827 1.168
C 3.401 -1.963 1.054 -0.532
N 2.996 -2.695 2.066 0.019
C 2.526 -4.009 1.538 -0.081
C 2.572 -3.849 0.010 -0.087
N 3.197 -2.557 -0.160 -0.038
H 3.341 -1.422 -4.692 0.115
H 2.741 -3.115 -2.949 0.117
H 4.834 1.222 -1.634 0.111
H 4.393 0.719 -4.056 0.119
H 3.180 -4.874 1.783 0.134
H 1.485 -4.240 1.835 0.127
H 3.153 -4.636 -0.495 0.140
H 1.568 -3.881 -0.444 0.139
```


4.
HN5OS | ωB97M-V/def2-TZVPD

Output
- spin multiplicity = 1
- HOMO level (spin up / spin down) (eV) = 1.611 / 1.611
- lowest unoccupied orbital energy (spin up / spin down) (eV) = 4.239 / 4.240
- energy relative to the best compared isomer or geometry (same formula, charge and spin) (kcal per mole) = 104.81
- gap between HOMO and LUMO (spin up / spin down) (eV) = 2.629 / 2.629
- E_tot (eV) = -20340.115
- charge = -2

```
8
Properties=species:S:1:pos:R:3:nbo_charge:R:1
N 1.471 -0.160 -1.966 -0.141
N -0.054 -2.406 -0.261 -0.104
N -0.188 -1.415 -0.887 0.074
N 0.230 -0.654 -1.853 0.282
N 2.243 0.015 -0.975 -0.368
O -0.650 -0.193 -2.664 -0.563
S 3.779 0.476 -1.135 -0.180
H -6.831 4.338 9.742 -1.000
```